No. 1
C21H37NO6P | the ωB97M-V functional and the def2-TZVPD basis

Properties
Maximum force: 7.58 eV/Å
Frontier orbital gap: 6.12 eV
Highest occupied orbital energy: -4.0 eV
LUMO energy: 2.1 eV

The geometry in ORCA input format:
```
! wB97M-V def2-TZVPD RIJCOSX def2/J DEFGRID3
* xyz -1 1
C 2.538 3.791 2.824
C 2.740 2.158 2.978
O 2.223 1.509 1.755
P 2.486 -0.223 1.812
O 2.954 -0.716 3.256
C 0.872 -1.081 1.214
C -0.132 -1.521 2.436
C -1.454 -0.564 2.615
N -2.658 -1.323 2.104
C -3.924 -0.441 2.116
C -4.639 -0.668 0.658
C -5.682 0.512 0.202
C -5.117 2.042 0.354
C -6.274 3.227 0.577
C -5.925 4.825 0.757
C -4.328 5.279 0.713
C -3.137 4.132 0.463
C -3.552 2.525 0.275
C -4.812 -0.972 3.402
O -5.493 -2.119 3.465
O -4.805 -0.092 4.618
O 3.755 -0.556 0.616
C 3.434 0.100 -0.664
C 4.167 1.570 -0.861
H 1.472 3.966 2.353
H 3.320 4.148 2.001
H 2.659 4.340 3.851
H 2.220 1.763 3.959
H 3.912 1.955 3.002
H 1.166 -1.961 0.485
H 0.294 -0.285 0.566
H 0.467 -1.484 3.466
H -0.400 -2.672 2.268
H -1.643 -0.314 3.744
H -1.290 0.382 1.941
H -2.826 -2.208 2.656
H -3.603 0.660 2.349
H -5.286 -1.666 0.760
H -3.827 -0.929 -0.177
H -6.750 0.446 0.707
H -5.881 0.347 -0.963
H -7.417 2.918 0.610
H -6.819 5.587 0.896
H -4.087 6.418 0.843
H -2.013 4.517 0.440
H -2.708 1.729 0.123
H 2.284 0.284 -0.807
H 3.826 -0.592 -1.538
H 4.187 1.779 -2.014
H 3.499 2.417 -0.376
H 5.252 1.582 -0.400
C 3.113 -4.913 -5.775
C 2.581 -3.675 -5.073
O 2.906 -3.628 -3.686
C 4.292 -3.589 -3.359
C 5.005 -2.361 -3.898
H 2.814 -5.820 -5.240
H 2.733 -4.965 -6.800
H 4.205 -4.906 -5.824
H 1.488 -3.681 -5.135
H 2.915 -2.761 -5.575
H 4.787 -4.509 -3.685
H 4.351 -3.575 -2.265
H 5.056 -2.376 -4.991
H 6.029 -2.314 -3.516
H 4.476 -1.447 -3.608
*
```

---

No. 2
C21H38BF5N2O2SSi | the ωB97M-V functional and the def2-TZVPD basis

Properties
Maximum force: 0.85 eV/Å
Frontier orbital gap: 9.63 eV
SMILES string: C#C[Si@@](CCSc1nnco1)(B(C)O)C(F)(F)C(F)(F)F.CCCCCC.CCCCCC
Relative energy (zero: lowest compared OMol25 entry of this formula, charge and spin): 0.0 kJ/mol
Highest occupied orbital energy: -9.6 eV
LUMO energy: 0.0 eV

The geometry in ORCA input format:
```
! wB97M-V def2-TZVPD RIJCOSX def2/J DEFGRID3
* xyz 0 1
C -1.519 2.112 7.146
C -1.714 1.836 5.992
Si -2.239 1.506 4.267
C -0.990 0.330 3.453
C -0.430 -0.691 4.423
S 0.734 -1.899 3.644
C 1.043 -1.161 2.094
N 2.024 -0.410 1.740
N 1.810 -0.093 0.414
C 0.723 -0.664 0.066
O 0.174 -1.371 1.080
B -4.097 0.725 4.208
C -4.710 0.049 5.499
O -4.821 0.722 3.050
C -2.062 3.213 3.367
F -0.832 3.757 3.578
F -3.001 4.080 3.868
C -2.279 3.199 1.842
F -1.467 2.311 1.246
F -3.544 2.894 1.547
F -2.010 4.413 1.332
H -1.396 2.398 8.161
H -0.205 0.949 3.024
H -1.517 -0.189 2.656
H -1.223 -1.306 4.836
H 0.114 -0.218 5.232
H 0.224 -0.649 -0.883
H -4.126 0.242 6.395
H -4.745 -1.030 5.352
H -5.714 0.441 5.670
H -5.765 0.693 3.251
C -2.814 -0.379 -5.681
C -3.942 0.310 -4.919
C -3.473 1.494 -4.075
C -2.477 1.142 -2.970
C -2.972 0.099 -1.970
C -4.204 0.539 -1.186
H -2.071 -0.806 -5.006
H -3.201 -1.193 -6.296
H -2.305 0.325 -6.342
H -4.458 -0.420 -4.289
H -4.685 0.670 -5.635
H -4.346 1.985 -3.637
H -3.011 2.237 -4.733
H -2.221 2.058 -2.428
H -1.543 0.790 -3.419
H -2.165 -0.109 -1.261
H -3.179 -0.846 -2.481
H -4.003 1.462 -0.640
H -4.491 -0.222 -0.460
H -5.062 0.710 -1.839
C 8.433 -2.044 -2.015
C 7.199 -2.164 -2.905
C 6.224 -0.997 -2.752
C 5.625 -0.836 -1.354
C 4.878 -2.061 -0.829
C 3.669 -2.442 -1.678
H 8.169 -2.047 -0.957
H 9.115 -2.878 -2.184
H 8.976 -1.120 -2.226
H 6.690 -3.109 -2.699
H 7.519 -2.212 -3.949
H 5.419 -1.111 -3.484
H 6.738 -0.068 -3.018
H 4.939 0.016 -1.364
H 6.415 -0.574 -0.645
H 4.542 -1.847 0.188
H 5.557 -2.916 -0.753
H 2.968 -1.607 -1.727
H 3.149 -3.296 -1.239
H 3.959 -2.720 -2.693
*
```

---

No. 3
C21H38BrN5O3 | the ωB97M-V functional and the def2-TZVPD basis

Properties
Maximum force: 2.99 eV/Å
Frontier orbital gap: 7.40 eV
Relative energy (zero: lowest compared OMol25 entry of this formula, charge and spin): 21.1 kJ/mol
Highest occupied orbital energy: -18.8 eV
LUMO energy: -11.4 eV

The geometry in ORCA input format:
```
! wB97M-V def2-TZVPD RIJCOSX def2/J DEFGRID3
* xyz 4 1
Br -1.157 1.145 -2.220
C 4.034 4.510 -2.722
C 4.022 3.022 -3.062
O 4.927 2.409 -3.503
N 2.701 2.371 -2.827
H 2.292 2.771 -1.980
H 1.981 2.589 -3.527
C 2.780 0.869 -2.581
H 5.049 4.774 -2.420
H 3.460 4.672 -1.808
H 3.781 5.110 -3.595
H 1.752 0.616 -2.306
H 3.362 0.650 -1.689
H 3.098 0.269 -3.425
C -2.319 1.622 1.688
C -2.179 3.105 1.498
O -2.332 3.873 2.384
N -2.056 3.574 0.078
H -1.375 4.323 -0.070
H -1.669 2.827 -0.532
C -3.455 3.992 -0.405
H -3.349 1.342 1.455
H -2.183 1.438 2.751
H -1.626 1.064 1.058
H -3.911 4.693 0.285
H -3.985 3.071 -0.630
H -3.319 4.481 -1.369
C -6.151 0.473 -3.908
C -5.265 0.851 -2.756
O -5.122 1.974 -2.400
N -4.517 -0.216 -1.974
H -4.374 -1.067 -2.517
H -3.583 0.176 -1.767
C -5.306 -0.553 -0.729
H -5.654 -0.245 -4.567
H -6.414 1.347 -4.496
H -7.074 0.009 -3.552
H -4.670 -1.084 -0.025
H -6.110 -1.203 -1.071
H -5.792 0.258 -0.189
C 0.370 -3.522 -2.411
N 0.724 -3.278 -1.006
C 0.740 -2.023 -0.540
C 1.235 -1.772 0.724
C 1.869 -2.787 1.457
C 1.819 -4.097 0.960
C 1.274 -4.289 -0.301
C 2.417 -2.492 2.795
C 2.146 -3.326 3.873
C 2.763 -3.174 5.106
N 3.608 -2.135 5.292
C 3.988 -1.343 4.261
C 3.399 -1.513 3.025
C 4.215 -1.939 6.619
H 0.237 -4.596 -2.540
H 1.067 -3.135 -3.148
H -0.639 -3.170 -2.628
H 0.260 -1.262 -1.162
H 1.251 -0.748 1.072
H 2.265 -4.957 1.439
H 1.294 -5.246 -0.802
H 1.430 -4.133 3.776
H 2.564 -3.829 5.941
H 4.651 -0.535 4.531
H 3.707 -0.805 2.266
H 3.576 -2.420 7.356
H 4.325 -0.882 6.839
H 5.154 -2.494 6.628
*
```